Record 1
The following is a DFT calculation (ωB97M-V/def2-TZVPD) of a molecular structure, C32H33Cl5IN4OS2SiTa.

Geometry as XYZ:
```
80
Properties=species:S:1:pos:R:3:mulliken_charge:R:1
Ta -1.36 -1.20 -0.33 0.7168
C -4.06 -2.18 2.29 -1.5353
C -4.27 -1.12 1.24 1.1331
C -5.46 -0.45 1.23 -0.6724
C -5.61 0.60 0.30 -0.6571
C -4.62 0.91 -0.63 -1.2282
C -3.57 0.03 -0.70 0.8514
N -3.37 -0.84 0.34 0.2140
N -2.54 -0.18 -1.62 0.7133
Si -2.52 0.48 -3.27 -0.1959
C -4.22 0.37 -4.02 -1.1990
C -1.50 -0.63 -4.34 -1.0458
C -1.92 2.20 -3.11 -0.9025
H -4.82 -2.05 3.03 0.4547
H -3.13 -2.13 2.80 0.1954
H -4.06 -3.12 1.79 0.3444
H -6.22 -0.68 2.02 0.3457
H -6.50 1.20 0.47 0.4384
H -4.69 1.65 -1.33 0.7912
H -4.62 -0.64 -3.92 0.3825
H -4.04 0.46 -5.12 0.3770
H -5.06 1.05 -3.80 0.3855
H -1.82 -1.65 -4.40 0.3860
H -0.43 -0.53 -4.11 0.2209
H -1.59 -0.18 -5.34 0.4072
H -2.39 2.91 -2.44 0.3734
H -2.05 2.63 -4.09 0.5349
H -0.86 2.29 -2.93 0.2021
Cl 1.61 -2.56 -0.62 0.0429
C 1.06 -4.12 -1.06 0.4196
C 1.96 -5.19 -0.96 -0.7522
C 1.54 -6.46 -1.31 -0.5875
C 0.22 -6.73 -1.58 -0.4633
C -0.72 -5.68 -1.61 0.0109
Cl -2.38 -6.08 -2.11 -0.1631
C -0.29 -4.41 -1.33 0.3722
S -1.30 -3.01 -1.76 -0.3102
H 2.94 -4.94 -0.79 0.5789
H 2.22 -7.27 -1.29 0.4370
H -0.08 -7.74 -2.00 0.3438
Cl 7.75 0.74 0.62 -0.1788
C 6.17 1.46 0.64 0.4823
C 5.15 0.81 1.22 -1.3274
C 3.90 1.38 1.27 0.6106
C 3.67 2.65 0.71 -0.2892
C 2.31 3.32 0.94 -0.3192
C 1.57 3.43 -0.34 -1.6969
N 1.19 2.13 -0.88 0.4556
C 1.77 1.43 -1.96 -0.9195
C 1.16 0.25 -2.06 -0.8157
N 0.12 0.21 -1.07 -0.1298
C 0.17 1.42 -0.44 -0.1752
O 1.51 2.65 1.88 0.1738
C 1.74 3.03 3.25 -1.5492
C 1.50 1.88 4.13 0.3225
C 0.31 1.36 4.46 0.7806
Cl -1.15 2.00 3.83 -0.1950
S 0.37 0.21 5.70 -0.1522
C 2.05 0.34 5.79 -0.4133
C 2.52 1.29 4.91 -0.7886
C 4.78 3.28 0.11 0.6303
Cl 4.50 4.91 -0.59 -0.1861
C 6.02 2.75 0.07 -0.8460
H 5.24 -0.20 1.64 0.4431
H 3.03 0.87 1.75 0.2919
H 2.52 4.37 1.27 0.6660
H 2.11 3.93 -1.20 0.6240
H 0.66 4.04 -0.17 0.3148
H 2.59 1.76 -2.54 0.6372
H 1.41 -0.64 -2.62 0.7438
H -0.56 1.63 0.37 0.4338
H 1.11 3.86 3.40 0.5118
H 2.75 3.35 3.35 0.5510
H 2.61 -0.27 6.50 0.4393
H 3.57 1.56 4.82 0.3986
H 6.90 3.24 -0.29 0.5173
I -0.88 -3.12 1.90 0.1169
C -0.73 -1.01 1.73 -1.3311
H 0.36 -0.85 1.79 0.5213
H -1.28 -0.49 2.48 0.6857
```

Results
**Molecular weight**: 1066.980 g/mol
**Charge**: +2
**HOMO energy**: -0.4891 Eh

Record 2
The following is a DFT calculation (ωB97M-V/def2-TZVPD) of a molecular structure, C25H37ClNO4ReSb2Se3Te.

Geometry as XYZ:
```
75
Properties=species:S:1:pos:R:3:mulliken_spin:R:1
Re 0.42 0.09 -2.07 1.6865
C -0.77 3.95 -1.29 -0.0033
Sb -0.52 2.09 -0.30 -0.0199
C -2.59 1.84 0.19 -0.0143
C -0.20 2.90 1.70 -0.0093
C 1.13 3.26 2.28 0.0082
C 1.79 4.39 1.80 -0.0058
C 3.03 4.77 2.29 -0.0007
C 3.62 4.02 3.29 -0.0018
C 2.94 2.93 3.81 0.0005
C 1.69 2.54 3.34 -0.0064
C 0.96 1.42 4.02 0.0000
Sb 0.88 -0.43 2.88 0.0018
C 2.95 -0.38 2.33 0.0015
C 1.17 -1.73 4.58 -0.0005
H -1.45 4.56 -0.70 -0.0002
H -1.19 3.82 -2.28 0.0091
H 0.20 4.44 -1.36 -0.0030
H -2.92 2.74 0.72 -0.0012
H -2.73 0.98 0.84 0.0008
H -3.19 1.71 -0.71 0.0007
H -0.79 2.24 2.34 -0.0009
H -0.79 3.82 1.57 -0.0014
H 1.31 4.98 1.02 0.0011
H 3.52 5.65 1.89 0.0016
H 4.59 4.29 3.68 -0.0001
H 3.38 2.37 4.63 -0.0001
H -0.07 1.70 4.25 0.0001
H 1.44 1.18 4.97 0.0000
H 3.58 -0.53 3.20 -0.0001
H 3.17 0.59 1.88 -0.0018
H 3.18 -1.16 1.60 -0.0002
H 1.87 -1.28 5.27 0.0000
H 1.57 -2.68 4.24 0.0000
H 0.22 -1.91 5.09 0.0000
Se -0.25 1.57 -3.81 -0.4467
Se 2.76 2.75 -0.59 0.0767
Te 2.80 1.20 -2.43 -0.0520
Se 1.74 2.50 -4.45 -0.1903
C -3.12 -0.68 -4.76 0.0089
C -3.60 -0.71 -3.33 -0.0021
C -4.94 -0.52 -3.04 -0.0038
C -5.42 -0.62 -1.74 0.0009
Cl -7.10 -0.38 -1.43 0.0002
C -4.56 -0.92 -0.69 -0.0014
C -3.22 -1.09 -0.96 -0.0080
C -2.75 -0.98 -2.25 0.0067
O -1.38 -1.17 -2.48 0.0320
C -1.06 -2.51 -2.91 0.0040
C 0.43 -2.61 -3.18 -0.0014
O 0.92 -3.69 -3.37 0.0105
O 1.09 -1.47 -3.17 -0.0142
H -3.72 0.02 -5.34 0.0006
H -3.22 -1.66 -5.22 -0.0006
H -2.07 -0.38 -4.83 -0.0132
H -5.64 -0.30 -3.84 0.0001
H -4.94 -0.99 0.32 0.0001
H -2.52 -1.30 -0.16 0.0038
H -1.60 -2.74 -3.83 0.0028
H -1.35 -3.22 -2.14 -0.0023
C 1.72 -4.64 0.08 -0.0003
N 1.00 -3.36 0.10 0.0039
C -0.33 -3.36 0.69 -0.0006
C 1.54 -2.27 -0.42 0.0063
C 2.94 -2.35 -0.94 0.0132
O 0.89 -1.18 -0.44 -0.0718
H 1.04 -5.41 0.43 0.0000
H 2.58 -4.62 0.74 0.0002
H 2.03 -4.89 -0.93 0.0002
H -0.95 -4.10 0.18 0.0001
H -0.76 -2.37 0.60 -0.0009
H -0.26 -3.62 1.75 0.0000
H 3.59 -2.86 -0.24 0.0001
H 3.31 -1.35 -1.12 -0.0048
H 2.94 -2.90 -1.89 0.0023
```

Results
**Molecular weight**: 1245.234 g/mol
**Multiplicity**: 2
**⟨S²⟩**: 1.2121
**Charge**: +1
**HOMO energy (spin up / spin down)**: -0.3810 / -0.3773 Eh

Record 3
The following is a DFT calculation (ωB97M-V/def2-TZVPD) of a single C11H9N3O4 molecule.

Geometry as XYZ:
```
27
Properties=species:S:1:pos:R:3:nbo_charge:R:1
O 1.41 0.51 -1.62 -0.5852
C 0.45 -0.12 -1.24 0.6205
N -0.73 0.44 -0.87 -0.5904
H -1.47 -0.13 -0.51 0.3982
C -0.89 1.88 -0.81 -0.2491
C -0.80 2.37 0.61 -0.0857
C -1.93 2.75 1.34 0.0303
N -1.89 3.14 2.59 -0.4109
C -0.72 3.19 3.20 0.0352
C 0.47 2.84 2.58 -0.2472
C 0.43 2.42 1.27 -0.1648
H 1.33 2.13 0.74 0.2318
H 1.41 2.89 3.12 0.2228
H -0.74 3.52 4.23 0.1946
H -2.91 2.73 0.88 0.1875
H -1.86 2.15 -1.24 0.2098
H -0.09 2.31 -1.41 0.2491
C 0.45 -1.61 -1.16 0.2169
C -0.34 -2.49 -0.45 -0.2806
C 0.17 -3.77 -0.72 -0.2386
C 1.23 -3.57 -1.57 0.3099
N 2.09 -4.52 -2.18 0.5043
O 1.89 -5.69 -1.89 -0.3746
O 2.96 -4.12 -2.92 -0.3435
O 1.40 -2.27 -1.83 -0.3281
H -0.18 -4.72 -0.35 0.2563
H -1.16 -2.26 0.20 0.2316
```

Results
**SMILES**: O=C(NCc1cccnc1)c1ccc([N+](=O)[O-])o1
**Molecular weight**: 247.210 g/mol
**Charge**: 0
**HOMO energy**: -0.3610 Eh

Record 4
The following is a DFT calculation (ωB97M-V/def2-TZVPD) of a molecular structure, C13H16FeNO4.

Geometry as XYZ:
```
35
Properties=species:S:1:pos:R:3:mulliken_spin:R:1
C -2.95 2.21 -1.13 0.0005
O -1.72 2.35 -1.86 0.0647
C -0.58 1.76 -1.42 0.1276
C -0.19 1.49 -0.06 0.1136
C 0.30 0.08 0.24 -0.0629
C 0.88 -0.62 -0.95 0.4119
C 0.99 0.05 -2.14 0.0729
C 0.46 1.37 -2.36 0.3299
Fe 1.12 2.88 -0.93 2.7613
C 2.20 2.73 0.42 -0.0695
O 3.02 2.82 1.23 0.0188
C 0.59 4.48 -0.51 -0.0412
O 0.69 5.58 -0.18 0.1043
C 2.36 3.42 -2.04 -0.0604
O 3.35 3.86 -2.44 0.1060
H -3.36 3.22 -1.02 0.0020
H -3.61 1.62 -1.79 0.0023
H -2.84 1.72 -0.15 -0.0010
H -0.76 1.96 0.76 -0.0210
H 1.03 0.11 1.07 0.0299
H -0.54 -0.50 0.66 0.0654
H 1.40 -1.58 -0.83 0.0320
H 1.48 -0.44 -2.98 0.0125
H 0.43 1.77 -3.38 -0.0038
C -1.29 -4.66 3.39 0.0000
C -0.36 -3.87 2.83 0.0008
C -0.07 -3.97 1.36 -0.0010
N 0.13 -2.64 0.78 0.0111
H -1.51 -4.65 4.46 0.0000
H -1.87 -5.33 2.75 0.0000
H 0.24 -3.13 3.38 -0.0001
H 0.81 -4.61 1.18 0.0004
H -0.95 -4.41 0.88 -0.0005
H 1.08 -2.35 1.01 0.0004
H 0.04 -2.72 -0.23 -0.0071
```

Results
**Molecular weight**: 306.119 g/mol
**Multiplicity**: 5
**⟨S²⟩**: 6.0539
**Charge**: +1
**HOMO energy (spin up / spin down)**: -0.3811 / -0.4336 Eh

Record 5
The following is a DFT calculation (ωB97M-V/def2-TZVPD) of a gas-phase ion, C2H4NO2S2 (charge -1).

Geometry as XYZ:
```
11
Properties=species:S:1:pos:R:3:mulliken_spin:R:1
C -0.86 -0.66 -0.05 0.0446
C 1.53 0.36 0.09 0.0539
N -0.27 0.47 0.08 0.1526
O -0.33 -1.74 -0.38 0.1838
O 1.88 -0.86 0.39 -0.0014
S -2.71 -0.58 -0.02 0.2268
S -0.87 2.00 -0.10 1.3368
H 1.81 0.75 -0.82 0.0019
H 1.51 1.04 0.94 -0.0050
H 1.04 -1.50 0.01 -0.0002
H -2.72 0.70 -0.14 0.0061
```

Results
**Molecular weight**: 138.193 g/mol
**Multiplicity**: 3
**⟨S²⟩**: 2.0057
**Charge**: -1
**HOMO energy (spin up / spin down)**: 0.0168 / -0.2041 Eh

Record 6
The following is a DFT calculation (ωB97M-V/def2-TZVPD) of 2 unconnected molecules or ions with the total composition C5H13N2O.

Geometry as XYZ:
```
21
Properties=species:S:1:pos:R:3:nbo_charge:R:1
C -0.54 -0.37 -1.37 -0.6366
C -0.75 -1.68 0.60 -0.6042
C -1.73 0.62 0.67 -0.6049
C 1.03 1.63 0.39 -0.4812
C -0.52 -0.20 0.19 0.0920
N 2.80 -0.87 0.00 -0.3236
N 0.59 0.40 0.84 -0.4340
O 3.26 0.31 -0.44 -0.5696
H -0.71 0.63 -1.83 0.1888
H 0.34 -0.63 -1.83 0.2165
H -1.23 -1.04 -1.79 0.1871
H -1.29 -2.32 -0.02 0.1844
H -1.20 -1.65 1.64 0.1856
H 0.19 -2.11 0.59 0.2248
H -2.62 0.12 0.52 0.1847
H -1.67 1.03 1.60 0.2089
H -1.93 1.59 0.09 0.1817
H 2.08 1.38 0.06 0.2898
H 0.28 2.17 -0.27 0.1346
H 1.29 2.45 1.10 0.1606
H 2.32 -1.48 -0.74 0.2147
```

Results
**Molecular weight**: 117.172 g/mol
**Charge**: -1
**HOMO energy (spin up / spin down)**: -0.0753 / -0.1053 Eh

Record 7
The following is a DFT calculation (ωB97M-V/def2-TZVPD) of a molecular structure, C20H28NO2PPb.

Geometry as XYZ:
```
53
Properties=species:S:1:pos:R:3:nbo_charge:R:1
C 0.45 2.94 -3.27 -0.2170
C -0.85 2.61 -2.92 -0.2170
C -1.10 1.55 -2.02 -0.0816
C -0.04 0.86 -1.46 -0.3401
C 1.27 1.21 -1.79 -0.0794
C 1.52 2.25 -2.69 -0.2139
C -2.55 1.27 -1.70 -0.4606
C -3.09 -0.17 -1.75 -0.2164
N -2.05 -1.24 -1.88 -0.5354
Pb -0.58 -0.98 -0.15 1.0716
C 2.46 0.51 -1.16 -0.7338
P 2.15 -1.28 -0.89 0.9069
H -1.70 3.15 -3.35 0.2018
H 2.55 2.51 -2.93 0.2053
H 0.64 3.74 -3.99 0.2119
H 2.65 0.92 -0.15 0.2711
H 3.37 0.62 -1.77 0.2187
H -2.77 1.66 -0.69 0.2403
H -3.17 1.84 -2.40 0.2177
H -3.64 -0.39 -0.83 0.2123
C 3.53 -1.75 0.19 -0.9432
C 2.52 -2.01 -2.53 -0.9522
H -3.78 -0.29 -2.60 0.1891
C -1.40 -1.22 -3.24 -0.4247
C -2.72 -2.57 -1.69 -0.4197
H -0.08 -3.27 3.37 -0.0014
H -1.53 -2.19 -3.72 0.2018
H -1.85 -0.43 -3.86 0.2162
H -0.32 -1.02 -3.14 0.2172
H -3.27 -2.85 -2.60 0.1942
H -1.95 -3.33 -1.48 0.2147
H -3.41 -2.51 -0.84 0.2173
H 3.58 -1.87 -2.77 0.2272
H 2.29 -3.08 -2.48 0.2357
H 1.89 -1.56 -3.31 0.2417
H 4.50 -1.61 -0.32 0.2228
H 3.49 -1.13 1.10 0.2683
H 3.41 -2.80 0.48 0.2388
H -0.42 -2.86 2.73 -0.0007
O -1.19 0.40 1.76 -0.7766
C -0.03 0.49 2.31 0.7504
O 1.06 0.18 1.75 -0.7493
C 0.00 0.91 3.75 -0.0736
C -1.13 1.49 4.35 -0.1892
C -1.11 1.78 5.72 -0.2300
C 0.01 1.47 6.49 -0.2069
C 1.15 0.92 5.88 -0.2306
C 1.14 0.64 4.52 -0.1902
H -2.01 1.67 3.74 0.2302
H -1.99 2.25 6.18 0.2107
H 0.01 1.65 7.57 0.2102
H 2.05 0.70 6.47 0.2103
H 2.01 0.20 4.02 0.2291
```

Results
**Molecular weight**: 552.623 g/mol
**Charge**: 0
**HOMO energy**: -0.2723 Eh

Record 8
The following is a DFT calculation (ωB97M-V/def2-TZVPD) of 14 unconnected molecules or ions with the total composition C61H97N5O18.

Geometry as XYZ:
```
181
Properties=species:S:1:pos:R:3:mulliken_charge:R:1
N 0.19 2.38 -4.84 -0.1569
C 0.36 2.11 -6.18 -0.4942
C -0.32 1.15 -6.90 -0.4469
C -1.28 0.42 -6.25 -0.7113
C -1.50 0.63 -4.88 -0.5755
C -0.82 1.65 -4.24 0.3161
H 1.01 2.74 -6.76 0.3777
H -0.11 1.08 -7.95 0.4228
H -1.84 -0.36 -6.75 0.4204
H -2.20 0.07 -4.28 0.3623
H -0.93 1.94 -3.21 0.5403
N 3.73 -1.29 -4.73 -0.5758
C 4.02 -2.61 -4.93 -0.5355
C 3.86 -3.61 -4.05 -0.6554
C 3.25 -3.30 -2.85 -0.7890
C 2.69 -2.00 -2.65 1.4093
C 3.03 -1.01 -3.58 -0.8777
H 4.45 -2.76 -5.91 0.4097
H 4.08 -4.65 -4.25 0.4587
H 3.14 -4.10 -2.13 0.7149
H 1.93 -1.88 -1.91 -0.5058
H 2.74 0.00 -3.31 0.8078
N 4.81 5.45 -1.09 -0.3067
C 4.41 4.78 -2.22 -0.3321
C 3.10 4.86 -2.76 -0.5175
C 2.22 5.76 -2.13 -0.0316
C 2.59 6.44 -0.98 -0.2975
C 3.89 6.28 -0.46 -0.5588
H 5.15 4.26 -2.81 0.3809
H 2.70 4.43 -3.67 0.4676
H 1.28 5.94 -2.61 0.3722
H 1.84 7.02 -0.45 0.4634
H 4.22 6.79 0.44 0.3620
N -4.88 0.48 5.45 -0.5885
C -4.22 -0.59 4.91 -0.4949
C -3.75 -0.55 3.60 0.0064
C -3.84 0.58 2.83 -0.1223
C -4.48 1.70 3.36 -0.8612
C -4.98 1.61 4.66 -0.6220
H -4.08 -1.46 5.53 0.4268
H -3.34 -1.45 3.18 0.3521
H -3.36 0.65 1.87 0.8601
H -4.62 2.59 2.75 0.6439
H -5.59 2.39 5.09 0.3756
N -0.38 4.71 2.28 -0.5586
C 0.87 4.77 1.77 -0.4929
C 1.80 3.75 1.75 -0.8499
C 1.36 2.54 2.26 0.4267
C 0.02 2.40 2.73 0.0994
C -0.79 3.49 2.68 -0.8668
H 1.31 5.71 1.47 0.4256
H 2.76 3.97 1.30 0.4697
H 2.11 1.76 2.20 0.3384
H -0.29 1.46 3.17 0.4681
H -1.83 3.43 2.99 0.5251
O 4.94 2.32 0.91 -0.4258
C 5.88 2.37 0.14 0.8043
O 6.18 1.45 -0.84 -0.4250
C 5.28 0.39 -1.13 1.2535
C 5.83 -0.71 -1.99 -1.0420
C 6.86 3.52 0.16 -1.3849
H 4.31 0.74 -1.49 -0.2524
H 5.02 0.00 -0.14 -0.3172
H 5.32 -1.61 -1.65 0.0189
H 6.89 -0.91 -1.85 0.4047
H 5.69 -0.54 -3.05 0.3365
H 7.82 3.07 0.44 0.4296
H 6.65 4.15 1.03 0.3023
H 7.00 4.15 -0.71 0.3102
O -4.70 3.17 -2.33 -0.6942
C -4.44 2.31 -1.46 -0.0056
O -5.17 2.04 -0.39 -0.0800
C -6.37 2.70 -0.10 -0.1718
C -7.58 2.32 -0.92 -1.3088
C -3.31 1.33 -1.56 1.0149
H -6.15 3.77 -0.10 0.3228
H -6.63 2.40 0.91 0.2681
H -7.40 2.49 -1.98 0.3040
H -8.45 2.85 -0.54 0.4132
H -7.79 1.25 -0.84 0.3060
H -3.59 0.44 -0.99 0.0186
H -2.39 1.69 -1.12 -0.4001
H -3.08 1.03 -2.58 -0.1775
O -0.88 -5.44 -3.00 -0.6337
C -1.92 -5.17 -3.68 0.9454
O -2.90 -5.95 -4.02 -0.3419
C -3.05 -7.26 -3.45 -0.3382
C -3.55 -7.29 -1.97 -0.6944
C -2.14 -3.78 -4.30 -0.7919
H -2.08 -7.76 -3.39 0.2718
H -3.74 -7.84 -4.07 0.3958
H -4.34 -6.54 -1.98 0.0689
H -2.78 -7.09 -1.23 0.1052
H -4.00 -8.29 -1.90 0.4642
H -2.52 -3.88 -5.32 0.4802
H -1.26 -3.14 -4.38 0.2256
H -2.90 -3.19 -3.78 -0.0699
O -1.91 -2.97 1.01 -0.0392
C -2.37 -4.10 0.62 0.3658
O -3.49 -4.31 -0.04 -0.3150
C -4.32 -3.14 -0.36 0.6339
C -5.26 -3.47 -1.54 -1.2368
C -1.62 -5.39 0.96 -0.7596
H -3.64 -2.33 -0.62 -0.4613
H -4.90 -2.94 0.53 0.3245
H -6.05 -2.71 -1.55 0.4444
H -5.83 -4.37 -1.31 0.3600
H -4.68 -3.44 -2.46 0.0685
H -1.26 -5.80 0.01 0.1868
H -2.33 -5.96 1.55 0.4745
H -0.74 -5.15 1.56 -0.1203
O -1.55 4.32 -1.32 0.0726
C -2.30 5.04 -2.02 0.2249
O -3.15 5.99 -1.64 -0.3409
C -3.31 6.38 -0.28 -0.0881
C -2.33 7.51 0.12 -1.0356
C -2.35 4.88 -3.57 -0.8926
H -3.14 5.51 0.35 0.0888
H -4.36 6.64 -0.13 0.4206
H -2.47 8.34 -0.58 0.3488
H -1.32 7.12 0.01 0.0564
H -2.50 7.88 1.13 0.3929
H -3.34 4.58 -3.93 0.2645
H -1.56 4.23 -3.92 -0.0321
H -2.05 5.85 -3.98 0.4789
O 1.91 0.23 -0.47 -0.0094
C 0.96 0.92 -0.79 -0.1522
O -0.41 0.52 -0.87 0.5353
C -0.77 -0.81 -0.55 1.2394
C -1.01 -1.56 -1.91 -0.4982
C 1.11 2.40 -1.10 0.8105
H -1.65 -0.63 0.07 -0.3247
H -0.19 -1.38 0.18 -0.8941
H -1.26 -2.61 -1.75 -0.0248
H -0.17 -1.36 -2.57 0.3060
H -1.89 -1.15 -2.40 0.1944
H 2.14 2.66 -0.85 -0.3616
H 0.53 3.00 -0.41 -0.7367
H 0.82 2.70 -2.11 0.2631
O 4.98 -3.66 1.62 -0.5608
C 4.65 -4.47 0.76 0.9029
O 3.34 -4.87 0.50 -0.3533
C 2.30 -4.47 1.34 -0.8273
C 1.62 -3.24 0.83 1.2248
C 5.52 -5.04 -0.27 -1.1305
H 2.74 -4.30 2.33 0.5616
H 1.50 -5.20 1.41 0.1003
H 1.08 -3.46 -0.09 0.1675
H 2.36 -2.48 0.56 -0.2497
H 1.08 -2.71 1.62 -0.8295
H 5.22 -4.81 -1.29 0.1944
H 5.40 -6.12 -0.25 0.3845
H 6.56 -4.81 -0.01 0.3286
O 0.06 -3.84 4.50 -0.6733
C -0.30 -2.70 4.85 0.0888
O -0.72 -2.29 6.08 -0.1847
C -0.72 -3.09 7.24 -0.3293
C 0.70 -3.30 7.87 -1.0836
C -0.22 -1.55 3.84 1.3237
H -1.13 -4.09 7.07 0.3543
H -1.33 -2.69 8.05 0.3517
H 1.24 -2.38 8.07 0.2380
H 1.29 -3.79 7.10 0.3072
H 0.60 -3.94 8.75 0.3757
H -0.82 -1.84 2.97 -0.5427
H 0.76 -1.48 3.38 -0.3988
H -0.60 -0.58 4.14 0.2341
O 4.14 -0.90 5.09 -0.7012
C 3.72 -0.14 4.19 0.3817
O 3.04 1.00 4.44 -0.0628
C 2.97 1.65 5.74 -0.4211
C 1.73 1.13 6.53 -0.9148
C 3.94 -0.49 2.76 -0.0898
H 2.79 2.72 5.66 0.3248
H 3.94 1.52 6.21 0.3766
H 1.61 1.77 7.40 0.4694
H 1.92 0.12 6.88 0.1655
H 0.84 1.16 5.91 0.1764
H 4.51 -1.42 2.68 0.1918
H 4.56 0.34 2.42 0.1542
H 3.07 -0.47 2.11 -0.0466
```

Results
**Molecular weight**: 1188.464 g/mol
**Charge**: 0
**HOMO energy**: -0.3441 Eh

Question: Look up the molecular weight of the eighth one.
Answer: 1188.464 g/mol